DFT (the ωB97M-V functional and the def2-TZVPD basis) results for a structure of composition C26H23BrN5O2Ru in a non-equilibrium geometry.

Computed properties:
net charge = +2
2S+1 = 2
highest occupied orbital energy (spin up / spin down) = -13.029 / -13.018 eV
DFT total energy = -111488.2901 eV
largest force on an atom = 1.2 eV/A
E_LUMO (spin up / spin down) = -7.65 / -7.33 eV

Cartesian coordinates (Å):
Ru (0.705, -0.185, 0.009)
O (-0.791, 5.237, 0.028)
C (-0.112, 4.943, 1.175)
C (-0.018, 5.812, 2.257)
C (0.664, 5.408, 3.392)
C (1.249, 4.144, 3.460)
C (1.156, 3.280, 2.372)
C (0.489, 3.670, 1.229)
C (0.348, 2.800, 0.000)
O (1.103, 1.636, 0.125)
N (-1.021, 2.429, -0.261)
N (-1.336, 1.147, -0.115)
C (-2.554, 0.765, -0.059)
C (-2.888, -0.578, 0.373)
Br (-1.421, -1.379, 1.344)
C (-4.045, -1.231, 0.357)
C (-5.251, -0.763, -0.349)
C (-6.503, -1.086, 0.174)
C (-7.657, -0.641, -0.446)
C (-7.574, 0.112, -1.611)
C (-6.335, 0.408, -2.159)
C (-5.178, -0.027, -1.532)
H (-1.102, 6.151, 0.052)
H (-0.474, 6.795, 2.225)
H (0.729, 6.094, 4.225)
H (1.780, 3.831, 4.347)
H (1.624, 2.307, 2.414)
H (0.720, 3.363, -0.865)
H (-1.714, 3.158, -0.365)
H (-3.369, 1.473, -0.203)
H (-4.125, -2.150, 0.926)
H (-6.564, -1.679, 1.079)
H (-8.623, -0.887, -0.028)
H (-8.476, 0.450, -2.102)
H (-6.272, 0.964, -3.085)
H (-4.213, 0.155, -1.989)
N (2.364, -1.385, 1.080)
C (3.300, -0.700, 0.258)
C (4.649, -0.533, 0.470)
C (5.345, 0.214, -0.470)
C (4.682, 0.756, -1.561)
C (3.315, 0.578, -1.670)
N (2.657, -0.145, -0.764)
C (1.808, -2.580, 0.485)
C (2.139, -3.870, 0.823)
C (1.479, -4.886, 0.136)
C (0.543, -4.565, -0.835)
C (0.252, -3.235, -1.080)
N (0.877, -2.265, -0.415)
H (2.696, -1.532, 2.027)
H (5.143, -0.970, 1.327)
H (6.409, 0.369, -0.349)
H (5.211, 1.330, -2.307)
H (2.726, 1.019, -2.462)
H (2.886, -4.085, 1.575)
H (1.705, -5.920, 0.357)
H (0.027, -5.337, -1.388)
H (-0.497, -2.931, -1.800)

=====

DFT (the ωB97M-V functional and the def2-TZVPD basis) results for a structure of composition C26H23ClN3O2Rh in a non-equilibrium geometry.

Computed properties:
net charge = +2
highest occupied orbital energy (spin up / spin down) = -14.686 / -14.682 eV
DFT total energy = -51415.7891 eV
largest force on an atom = 3.8 eV/A
E_LUMO (spin up / spin down) = -8.49 / -8.45 eV

Cartesian coordinates (Å):
Rh (0.038, -0.124, 0.104)
O (6.517, 2.321, 0.034)
C (6.265, 0.955, -0.011)
C (4.790, 0.690, 0.003)
C (4.320, -0.648, -0.054)
C (2.968, -0.880, -0.039)
N (2.057, 0.097, 0.028)
C (2.482, 1.415, 0.068)
C (3.869, 1.700, 0.064)
C (1.449, 2.374, 0.107)
C (1.698, 3.766, 0.142)
C (0.676, 4.669, 0.127)
C (0.966, 6.165, 0.101)
O (1.812, 6.512, -0.951)
C (-0.647, 4.168, 0.105)
C (-0.846, 2.810, 0.099)
N (0.135, 1.892, 0.107)
H (7.466, 2.497, 0.021)
H (6.720, 0.430, 0.851)
H (6.701, 0.496, -0.917)
H (5.020, -1.465, -0.108)
H (2.603, -1.898, -0.064)
H (4.209, 2.721, 0.090)
H (2.721, 4.101, 0.149)
H (1.514, 6.407, 1.022)
H (0.027, 6.726, 0.088)
H (1.324, 6.741, -1.752)
H (-1.495, 4.833, 0.095)
H (-1.870, 2.462, 0.096)
Cl (-3.277, -3.136, -0.010)
C (-2.573, -2.328, 1.333)
C (-2.457, -2.989, 2.548)
C (-1.940, -2.334, 3.653)
C (-1.595, -0.982, 3.577)
C (-1.728, -0.303, 2.387)
C (-2.165, -0.968, 1.202)
C (-2.145, -0.270, -0.048)
H (-2.789, -4.011, 2.630)
H (-1.840, -2.863, 4.586)
H (-1.251, -0.470, 4.462)
H (-1.548, 0.768, 2.340)
H (-2.509, 0.748, -0.013)
H (-2.493, -0.823, -0.917)
N (0.143, -2.055, -0.050)
C (0.311, -3.204, -0.063)
C (0.556, -4.572, -0.013)
C (-0.422, -5.435, 0.520)
C (-0.164, -6.786, 0.610)
C (1.058, -7.292, 0.181)
C (2.029, -6.444, -0.344)
C (1.789, -5.092, -0.452)
H (-1.361, -5.027, 0.853)
H (-0.909, -7.453, 1.015)
H (1.252, -8.350, 0.256)
H (2.974, -6.851, -0.668)
H (2.535, -4.435, -0.875)

=====

DFT (the ωB97M-V functional and the def2-TZVPD basis) results for a structure of composition C26H23CoN2O2SSi.

Computed properties:
net charge = -1
2S+1 = 4
highest occupied orbital energy (spin up / spin down) = -3.940 / -4.768 eV
DFT total energy = -90755.4747 eV
largest force on an atom = 0.7 eV/A
E_LUMO (spin up / spin down) = 2.66 / 2.53 eV

Cartesian coordinates (Å):
Co (0.915, 0.097, -0.719)
C (-1.909, -0.038, -2.180)
C (-1.674, 1.330, -1.618)
C (-2.643, 2.351, -1.762)
C (-2.408, 3.581, -1.236)
C (-1.208, 3.836, -0.540)
C (-0.922, 5.095, 0.040)
C (0.253, 5.264, 0.710)
C (1.175, 4.203, 0.830)
C (0.948, 2.957, 0.281)
S (2.108, 1.656, 0.462)
C (-0.285, 2.774, -0.431)
N (-0.545, 1.547, -0.986)
H (-2.881, -0.100, -2.668)
H (-1.863, -0.785, -1.383)
H (-1.130, -0.272, -2.906)
H (-3.562, 2.134, -2.291)
H (-3.140, 4.375, -1.336)
H (-1.641, 5.900, -0.054)
H (0.482, 6.223, 1.160)
H (2.102, 4.353, 1.370)
O (0.839, 1.139, -3.928)
C (1.520, 0.149, -3.713)
C (2.306, -0.582, -4.801)
C (2.936, -1.761, -4.070)
C (2.470, -1.589, -2.626)
O (2.752, -2.356, -1.729)
N (1.664, -0.477, -2.503)
H (3.028, 0.110, -5.234)
H (1.615, -0.869, -5.593)
H (4.026, -1.758, -4.082)
H (2.609, -2.735, -4.432)
C (-3.908, -0.466, 2.728)
C (-3.824, -1.713, 2.122)
C (-2.650, -2.100, 1.479)
C (-1.532, -1.259, 1.419)
C (-1.650, -0.001, 2.029)
C (-2.814, 0.391, 2.682)
Si (0.080, -1.729, 0.492)
C (1.230, -2.381, 1.868)
C (1.881, -1.503, 2.742)
C (2.710, -1.968, 3.758)
C (2.923, -3.333, 3.917)
C (2.302, -4.224, 3.051)
C (1.467, -3.750, 2.043)
H (-4.820, -0.162, 3.231)
H (-4.674, -2.387, 2.151)
H (-2.597, -3.080, 1.013)
H (-0.810, 0.691, 1.984)
H (-2.873, 1.370, 3.145)
H (-0.361, -3.007, -0.164)
H (1.751, -0.431, 2.617)
H (3.200, -1.263, 4.420)
H (3.575, -3.697, 4.703)
H (2.470, -5.290, 3.160)
H (0.990, -4.458, 1.373)

=====

DFT (the ωB97M-V functional and the def2-TZVPD basis) results for a structure of composition C26H23N3O3PS5V.

Computed properties:
net charge = -2
2S+1 = 3
highest occupied orbital energy (spin up / spin down) = -2.181 / -2.253 eV
DFT total energy = -127108.6320 eV
largest force on an atom = 0.2 eV/A
E_LUMO (spin up / spin down) = 4.18 / 4.18 eV

Cartesian coordinates (Å):
V (0.428, -1.280, -0.104)
S (3.827, -3.690, 1.776)
C (2.528, -2.864, 1.157)
S (1.138, -2.342, 2.020)
S (2.418, -2.413, -0.541)
S (-1.556, -2.470, -0.120)
C (-2.358, -2.054, -1.631)
C (-3.673, -2.478, -1.839)
C (-4.366, -2.160, -2.996)
C (-3.737, -1.407, -3.981)
C (-2.429, -0.990, -3.795)
C (-1.717, -1.298, -2.630)
S (-0.067, -0.745, -2.445)
H (-4.151, -3.065, -1.062)
H (-5.390, -2.493, -3.125)
H (-4.263, -1.143, -4.893)
H (-1.928, -0.406, -4.559)
O (0.327, 2.391, 1.816)
C (-0.230, 1.423, 1.325)
O (0.352, 0.475, 0.678)
C (-1.753, 1.310, 1.400)
P (-2.504, 1.074, -0.270)
C (-4.266, 1.354, 0.210)
C (-5.049, 0.213, 0.385)
C (-6.378, 0.315, 0.776)
C (-6.948, 1.564, 0.981)
C (-6.182, 2.708, 0.798)
C (-4.851, 2.602, 0.419)
C (-2.131, 2.678, -1.081)
C (-1.578, 3.794, -0.455)
C (-1.288, 4.941, -1.187)
C (-1.551, 4.990, -2.548)
C (-2.092, 3.879, -3.183)
C (-2.366, 2.731, -2.457)
H (-2.155, 2.173, 1.931)
H (-2.004, 0.403, 1.959)
H (-4.606, -0.760, 0.201)
H (-6.969, -0.583, 0.909)
H (-7.988, 1.646, 1.277)
H (-6.622, 3.686, 0.951)
H (-4.259, 3.499, 0.275)
H (-1.333, 3.768, 0.600)
H (-0.840, 5.792, -0.688)
H (-1.311, 5.880, -3.118)
H (-2.276, 3.897, -4.251)
H (-2.747, 1.847, -2.959)
C (6.015, -0.633, -0.813)
N (4.982, 0.250, -1.327)
C (4.094, -0.180, -2.250)
C (3.025, 0.563, -2.596)
C (2.819, 1.747, -1.822)
N (3.717, 2.230, -0.994)
C (4.857, 1.530, -0.738)
O (5.770, 1.928, -0.028)
N (1.653, 2.441, -1.980)
H (6.063, -1.518, -1.446)
H (5.770, -0.947, 0.202)
H (6.972, -0.116, -0.805)
H (4.289, -1.155, -2.676)
H (2.300, 0.213, -3.314)
H (0.854, 1.878, -2.251)
H (1.466, 3.073, -1.214)

=====

DFT (the ωB97M-V functional and the def2-TZVPD basis) results for a structure of composition C26H24Co2N3O6S in a non-equilibrium geometry.

Computed properties:
net charge = -1
highest occupied orbital energy = -4.347 eV
DFT total energy = -130192.6592 eV
largest force on an atom = 4.2 eV/A
E_LUMO = 1.72 eV

Cartesian coordinates (Å):
C (-3.622, -0.367, 1.099)
C (-2.159, -0.525, 1.495)
C (-1.418, 0.772, 1.176)
N (-2.038, -0.892, 2.930)
C (-1.559, -2.081, 3.044)
S (-1.155, -2.856, 4.550)
C (-0.159, -1.378, 5.200)
C (0.361, -1.694, 6.544)
N (0.751, -1.997, 7.599)
C (-1.196, -2.769, 1.710)
C (0.298, -3.093, 1.636)
C (-2.038, -4.013, 1.440)
N (-1.567, -1.689, 0.805)
C (-1.068, -1.622, -0.478)
C (-1.796, -1.812, -1.607)
C (-1.246, -1.770, -2.946)
C (-2.039, -2.104, -4.074)
C (-1.517, -2.034, -5.361)
C (-0.196, -1.598, -5.565)
C (0.602, -1.267, -4.461)
C (0.100, -1.396, -3.170)
H (-4.062, 0.465, 1.659)
H (-3.704, -0.154, 0.027)
H (-4.181, -1.283, 1.326)
H (-1.822, 1.574, 1.806)
H (-0.349, 0.663, 1.392)
H (-1.549, 1.042, 0.120)
H (0.668, -1.202, 4.497)
H (-0.860, -0.533, 5.216)
H (0.552, -3.786, 2.448)
H (0.533, -3.572, 0.677)
H (0.898, -2.179, 1.751)
H (-1.784, -4.782, 2.179)
H (-3.106, -3.766, 1.528)
H (-1.830, -4.402, 0.434)
H (0.013, -1.450, -0.522)
H (-2.864, -2.056, -1.503)
H (-3.068, -2.425, -3.898)
H (-2.136, -2.314, -6.216)
H (0.211, -1.521, -6.574)
H (1.624, -0.903, -4.595)
H (0.750, -1.185, -2.324)
O (2.237, 0.686, 2.289)
C (2.563, 1.758, 1.969)
Co (2.940, 3.356, 1.347)
C (1.359, 4.085, 1.455)
O (0.273, 4.490, 1.520)
C (4.114, 4.476, 2.015)
O (4.877, 5.235, 2.453)
C (3.236, 2.919, -0.614)
C (2.164, 2.414, -1.359)
C (1.418, 1.331, -1.619)
Co (2.531, 4.120, -1.780)
C (0.905, 4.859, -1.814)
O (-0.029, 5.524, -1.941)
C (2.925, 4.064, -3.533)
O (3.217, 4.143, -4.647)
C (3.442, 5.611, -1.387)
O (4.037, 6.565, -1.130)
H (4.271, 2.537, -0.718)
H (0.602, 1.416, -2.341)
H (1.642, 0.364, -1.158)

=====

DFT (the ωB97M-V functional and the def2-TZVPD basis) results for a structure of composition C26H24F4N4PtS.

Computed properties:
net charge = 0
highest occupied orbital energy = -7.157 eV
DFT total energy = -58261.9927 eV
largest force on an atom = 0.7 eV/A
E_LUMO = -0.18 eV

Cartesian coordinates (Å):
Pt (0.064, -0.017, -0.447)
C (-2.264, -0.146, 3.794)
C (-1.739, 0.096, 2.382)
N (-0.480, -0.577, 2.022)
C (0.609, -0.291, 2.966)
C (0.994, 1.172, 3.039)
C (-0.624, -2.032, 1.908)
C (-1.413, -2.461, 0.692)
N (-0.778, -1.931, -0.506)
C (-1.166, -2.463, -1.703)
C (-0.249, -2.457, -2.779)
F (0.987, -1.954, -2.581)
C (-0.552, -2.968, -4.018)
F (0.386, -2.920, -4.980)
C (-1.780, -3.545, -4.292)
C (-2.687, -3.577, -3.254)
F (-3.904, -4.107, -3.456)
C (-2.402, -3.058, -2.003)
F (-3.391, -3.085, -1.082)
H (-3.244, 0.320, 3.894)
H (-1.617, 0.291, 4.555)
H (-2.384, -1.206, 4.017)
H (-1.595, 1.166, 2.221)
H (-2.488, -0.214, 1.652)
H (1.475, -0.875, 2.649)
H (0.343, -0.659, 3.968)
H (1.215, 1.547, 2.042)
H (1.890, 1.281, 3.652)
H (0.214, 1.791, 3.479)
H (-1.065, -2.468, 2.815)
H (0.385, -2.442, 1.812)
H (-2.458, -2.149, 0.782)
H (-1.424, -3.558, 0.682)
H (-2.015, -3.947, -5.264)
S (3.331, 2.432, -2.546)
C (1.760, 1.909, -2.107)
N (1.691, 0.859, -1.344)
C (2.974, 0.373, -1.051)
C (3.271, -0.765, -0.300)
C (4.595, -1.094, -0.112)
C (5.621, -0.313, -0.659)
C (5.339, 0.800, -1.419)
C (4.000, 1.133, -1.617)
H (0.881, 2.424, -2.457)
H (2.470, -1.373, 0.097)
H (4.850, -1.974, 0.462)
H (6.652, -0.596, -0.492)
H (6.130, 1.392, -1.857)
N (-3.416, 6.455, -0.101)
C (-2.839, 5.463, -0.157)
C (-2.120, 4.229, -0.227)
C (-2.775, 3.055, -0.592)
C (-2.070, 1.867, -0.656)
C (-0.701, 1.804, -0.353)
C (-0.062, 3.002, -0.011)
C (-0.758, 4.197, 0.061)
H (-3.831, 3.080, -0.824)
H (-2.589, 0.957, -0.937)
H (0.999, 3.013, 0.202)
H (-0.249, 5.111, 0.339)

=====

DFT (the ωB97M-V functional and the def2-TZVPD basis) results for a structure of composition C26H24FeN5O3S.

Computed properties:
net charge = 0
2S+1 = 6
highest occupied orbital energy (spin up / spin down) = -8.160 / -8.435 eV
DFT total energy = -86167.2545 eV
largest force on an atom = 0.4 eV/A
E_LUMO (spin up / spin down) = -0.68 / -2.76 eV

Cartesian coordinates (Å):
Fe (0.787, 0.812, 0.052)
O (-0.685, 2.146, 0.285)
C (-1.840, 2.140, 0.816)
C (-2.730, 3.225, 0.558)
C (-3.978, 3.244, 1.094)
C (-4.445, 2.199, 1.944)
C (-3.626, 1.158, 2.225)
C (-2.305, 1.077, 1.683)
C (-1.499, 0.008, 2.077)
N (-0.260, -0.182, 1.639)
N (0.384, -1.178, 2.210)
C (1.691, -1.212, 1.774)
O (2.165, -0.365, 0.981)
C (2.534, -2.294, 2.308)
C (2.025, -3.223, 3.214)
C (2.840, -4.235, 3.691)
C (4.159, -4.323, 3.269)
C (4.669, -3.399, 2.365)
C (3.859, -2.386, 1.884)
H (-2.374, 4.005, -0.101)
H (-4.640, 4.072, 0.870)
H (-5.444, 2.248, 2.355)
H (-3.956, 0.354, 2.872)
H (-1.872, -0.708, 2.808)
H (0.996, -3.143, 3.534)
H (2.446, -4.958, 4.393)
H (4.793, -5.116, 3.643)
H (5.696, -3.473, 2.035)
H (4.236, -1.660, 1.177)
N (0.374, -0.924, -2.613)
C (0.491, -0.305, -1.642)
C (5.630, 0.449, -2.916)
C (4.566, 1.389, -3.467)
C (3.237, 1.172, -2.757)
N (2.218, 2.109, -3.221)
C (1.340, 2.826, -2.523)
S (0.019, 3.573, -3.180)
N (1.560, 2.919, -1.129)
C (2.720, 3.330, -0.444)
O (2.737, 3.214, 0.761)
C (3.866, 3.898, -1.205)
C (5.149, 3.634, -0.736)
C (6.244, 4.181, -1.384)
C (6.054, 5.014, -2.479)
C (4.772, 5.294, -2.932)
C (3.673, 4.728, -2.305)
H (6.585, 0.590, -3.421)
H (5.336, -0.595, -3.038)
H (5.789, 0.629, -1.850)
H (4.431, 1.210, -4.538)
H (4.877, 2.429, -3.356)
H (3.374, 1.287, -1.682)
H (2.869, 0.159, -2.925)
H (1.953, 2.023, -4.192)
H (0.708, 3.225, -0.660)
H (5.271, 3.005, 0.137)
H (7.244, 3.965, -1.031)
H (6.909, 5.448, -2.980)
H (4.627, 5.951, -3.779)
H (2.673, 4.940, -2.663)

=====

DFT (the ωB97M-V functional and the def2-TZVPD basis) results for a structure of composition C26H24I2N5OReS2.

Computed properties:
net charge = +1
2S+1 = 4
highest occupied orbital energy (spin up / spin down) = -10.053 / -10.046 eV
DFT total energy = -76845.6718 eV
largest force on an atom = 0.2 eV/A
E_LUMO (spin up / spin down) = -4.04 / -4.91 eV

Cartesian coordinates (Å):
Re (-0.259, -0.440, 0.225)
C (2.544, 3.609, 2.834)
S (2.403, 1.867, 3.263)
C (1.097, 1.381, 2.253)
S (0.617, -0.306, 2.419)
N (0.504, 2.224, 1.462)
N (-0.488, 1.573, 0.752)
C (-1.624, 2.163, 0.613)
C (-2.748, 1.334, 0.199)
C (-4.006, 1.839, -0.089)
C (-5.031, 0.943, -0.358)
C (-4.768, -0.416, -0.315)
C (-3.482, -0.846, -0.023)
N (-2.492, 0.006, 0.226)
H (3.379, 3.988, 3.419)
H (1.636, 4.149, 3.092)
H (2.758, 3.717, 1.773)
H (-1.749, 3.191, 0.936)
H (-4.175, 2.906, -0.094)
H (-6.023, 1.304, -0.588)
H (-5.545, -1.145, -0.496)
H (-3.231, -1.898, 0.027)
I (-1.139, -5.554, 0.163)
C (-1.222, -4.184, -1.386)
C (-1.535, -4.605, -2.698)
C (-1.592, -3.727, -3.747)
I (-2.060, -4.448, -5.643)
C (-1.331, -2.343, -3.535)
C (-1.346, -1.332, -4.518)
C (-1.067, -0.035, -4.172)
C (-0.768, 0.275, -2.839)
N (-0.755, -0.644, -1.896)
C (-1.021, -1.941, -2.224)
C (-0.960, -2.858, -1.142)
O (-0.660, -2.360, 0.056)
H (-1.728, -5.656, -2.863)
H (-1.574, -1.592, -5.542)
H (-1.064, 0.752, -4.911)
H (-0.519, 1.285, -2.541)
C (3.355, -2.378, 2.058)
N (3.428, -3.140, 0.837)
C (4.779, -3.450, 0.444)
C (2.498, -2.705, -0.186)
C (2.644, -1.282, -0.729)
C (3.802, -0.996, -1.459)
C (4.079, 0.268, -1.944)
C (3.178, 1.294, -1.710)
C (2.003, 1.020, -1.033)
C (1.692, -0.260, -0.544)
H (3.967, -2.859, 2.823)
H (2.326, -2.355, 2.417)
H (3.701, -1.336, 1.954)
H (5.243, -4.058, 1.222)
H (5.424, -2.573, 0.294)
H (4.773, -4.035, -0.478)
H (1.509, -2.827, 0.235)
H (2.571, -3.401, -1.030)
H (4.494, -1.797, -1.668)
H (4.992, 0.451, -2.496)
H (3.378, 2.297, -2.063)
H (1.322, 1.851, -0.880)

=====

- Which value of net charge does entry 5 give?
  -1